This record from OMol25 describes an isolated molecule of CH2N2S2 at a distorted geometry. The level of theory is wB97M-V/def2-TZVPD.

XYZ file:
```
7
Properties=species:S:1:pos:R:3
C -0.338 -0.041 0.279
N 1.938 0.044 -0.533
N 0.971 -0.341 0.066
S -0.537 1.415 1.030
S -1.558 -1.206 0.171
H 1.904 0.393 -1.547
H -2.381 -0.265 0.535
```

Results
* gap between HOMO and LUMO: 8.2 eV
* energy relative to the best compared isomer or geometry (same formula, charge and spin): 55.0 kcal per mole
* HOMO energy: -8.787 eV
* E_LUMO: -0.6 eV

***

This record from OMol25 describes an isolated molecule of CH2N2S2 at a distorted geometry. The level of theory is wB97M-V/def2-TZVPD.

XYZ file:
```
7
Properties=species:S:1:pos:R:3
C 0.177 0.320 0.436
N 2.506 0.620 0.057
N 1.303 0.406 0.226
S -1.412 0.178 0.753
S -2.943 -0.991 -0.327
H 3.103 -0.116 0.282
H -2.734 -0.417 -1.427
```

Results
* gap between HOMO and LUMO: 7.5 eV
* energy relative to the best compared isomer or geometry (same formula, charge and spin): 66.4 kcal per mole
* HOMO energy: -8.741 eV
* E_LUMO: -1.2 eV